1.
9
Properties=species:S:1:pos:R:3 method="wB97M-V/def2-TZVPD" smiles="[PH2]#P1C=NN=N1" e_above_lowest_kcal_mol=0.00 lumo_energy_ev=-0.98 orbital_gap_ha=0.315 molar_mass_da=119.00
H -0.9409 1.1614 0.5566
N 0.4597 -2.9428 0.2730
H 0.1091 -1.7441 2.0270
N 0.6701 -2.7264 -1.0399
H -0.2480 1.6555 -1.1554
N 1.0993 -1.6006 -1.3896
P -0.8087 0.4207 -0.6610
P 1.1187 -0.4724 -0.0642
C 0.4991 -1.8696 0.9823


2.
96
Properties=species:S:1:pos:R:3 method="wB97M-V/def2-TZVPD" charge=-2 e_above_lowest_kcal_mol=102.05 lumo_energy_ev="3.70 / 3.70" orbital_gap_ha="0.147 / 0.146" molar_mass_da=1239.09
C 2.3919 -2.2170 -3.3080
H -2.0808 -2.9437 -1.8115
H -3.2829 1.2225 0.8485
H 5.3033 0.4911 -2.8295
C 0.9554 -1.6036 -3.0261
O -1.5922 2.7058 -1.5618
O 0.0206 1.2619 -0.3523
P -1.2203 0.6469 1.9089
H 1.9515 2.0009 1.4714
Ti 0.7573 -0.4545 -0.0555
H -4.8459 3.2600 -2.2894
H -4.3050 -1.9645 1.0601
H -2.8140 1.1653 -3.4478
N 0.1038 -6.1450 -1.0399
C -2.8359 0.7495 4.1269
H -4.6450 -0.3507 3.7526
C 4.2391 2.8439 -1.7981
H 3.7741 2.5708 -2.7469
C -2.7282 2.2263 -3.6825
C -3.0375 -2.8261 -1.3063
H 1.0287 0.6347 3.4231
F -0.3285 -3.6299 -2.9954
H -1.4075 -4.6224 0.0445
H -2.1096 2.5875 0.9226
N -0.4600 -4.3291 0.2311
H -4.0373 3.4502 -0.7187
O -0.4197 1.8740 2.5786
H -4.5062 0.2871 5.4080
H 6.1617 2.7210 0.0777
H -3.5759 2.5268 -4.3023
H -3.2625 -0.7077 -1.5289
H -3.8371 -2.9824 -2.0357
N 2.3963 0.5000 -0.7828
H -5.2647 -1.7202 -0.4230
H -4.1360 2.0321 2.9660
H -2.5708 2.7615 3.3827
C -3.9594 -0.1696 4.5819
C -2.6951 3.0322 -2.3794
H -1.0454 -2.3923 0.4476
N -0.3075 -3.0499 0.7816
H -2.1325 0.8783 4.9576
H 3.5156 3.4014 -1.2026
C -3.1293 -1.4235 -0.6831
F -0.1606 0.4802 -3.4737
C 1.9619 2.3446 2.5052
Se 2.1808 -1.1664 1.4673
Sb 4.3360 -1.2058 3.3126
H 6.6045 1.4261 -2.0589
H 5.8036 1.1496 0.7870
Se 4.2498 -1.5585 0.8095
F 0.3529 -2.9892 -4.9382
H 2.9201 2.0946 2.9707
H 1.6363 2.1723 5.2130
F 0.8033 -0.4398 -5.1593
C 0.7035 2.3242 4.6703
H -1.8035 2.3727 -4.2399
C 0.5358 -5.0224 -0.3649
H -4.6272 -0.3284 0.4702
S 2.1361 -4.7112 -0.1696
O -2.1449 0.0550 3.0894
C 0.8996 -0.2415 -3.8202
H 4.6566 2.4746 0.9703
C 5.7286 0.8030 -1.8733
F 1.9822 0.5216 -3.6406
H -4.2265 1.8357 -1.4314
O -2.0080 -1.0826 0.0288
H -2.5591 4.0926 -2.6314
O -0.2659 -0.4829 1.6787
P -1.4317 1.1003 -0.9407
Se 5.2064 -3.2315 4.3791
F 3.2261 -1.9245 -2.3323
C 0.8341 1.7018 3.2895
H -3.1311 -3.5880 -0.5240
H -0.4100 -3.1262 1.7867
C -4.0389 2.8885 -1.6544
C -0.0738 -2.5446 -3.7369
F -1.2489 -1.9277 -3.9483
H -3.5488 -1.1240 4.9097
H -0.1120 1.8566 5.2247
C 3.5234 0.7527 -0.8254
C -3.3744 2.1231 3.7421
H 1.8345 3.4311 2.4935
H -3.8236 2.5885 4.6208
O 0.6318 -1.4970 -1.7060
F 2.3562 -3.5475 -3.4537
C -2.2481 1.5239 0.7339
C 4.7112 1.5950 -1.0362
C -4.4149 -1.3536 0.1602
H 0.5025 3.3943 4.5806
F 2.9508 -1.7462 -4.4494
C 5.3626 2.0063 0.2877
H 0.8355 -6.5686 -1.5844
H 6.0415 -0.0814 -1.3183
H 5.0991 3.4846 -1.9961
H -0.7853 -6.0793 -1.5162
Se 5.8032 0.6756 3.9781


3.
10
Properties=species:S:1:pos:R:3 method="wB97M-V/def2-TZVPD" charge=-1 e_above_lowest_kcal_mol=10.46 lumo_energy_ev=3.66 orbital_gap_ha=0.293 molar_mass_da=180.95
O 1.5214 -1.4307 -0.7631
H 0.7238 -1.8287 -0.4377
H -0.1257 0.5387 -0.8188
H -1.2335 0.3801 1.7897
H 0.1473 1.2380 1.9003
O 0.3690 1.2540 -1.2160
I -2.0825 -1.0166 -0.2172
H -0.3578 1.8731 -1.0868
H 1.7630 -2.0170 -1.4766
O -0.7250 1.0091 2.3263